This record from OMol25 describes the molecule C5H10N2O4 at a distorted geometry. The level of theory is ωB97M-V with the def2-TZVPD basis set.

Structure (ORCA input):
```
! RIJCOSX wB97M-V def2-TZVPD def2/J DEFGRID3
* xyz 0 1
H -1.2561 -2.8545 -0.9931
H 1.8251 0.9140 -0.6295
O -2.0527 2.1331 -0.4315
C 1.4546 -1.0160 -0.4690
H 0.8962 -3.0775 0.1592
H 0.7772 2.8276 0.7463
H -1.3104 2.7499 1.5330
H -0.3350 0.1261 1.1351
N 1.0605 0.2917 -0.3225
C 0.0207 0.8300 0.4358
O -0.7815 2.2793 2.0997
N -0.5064 -2.1061 -1.1276
C 0.4317 -2.1009 -0.0484
O 2.4001 -1.2034 -1.2514
C 0.3959 2.0552 1.3495
C -1.3592 1.1134 -0.5274
O -1.5803 0.0995 -1.3032
H -1.0040 -0.7969 -1.0763
H -0.1343 -2.2184 -2.1069
H -0.1951 -1.7677 0.8097
H 1.2528 1.7216 2.0184
*
```

Structure (SMILES) ... NCC(=O)N[C@@H](CO)C(=O)O
Kohn-Sham gap ... 9.50 eV
M ... 162.14 g mol⁻¹
HOMO level ... -9.2 eV
Total energy ... -16516.645 eV

Results of the natural (NBO) charge analysis, in e, for atoms 1 through 8: atom 1 (H): 0.401, atom 2 (H): 0.416, atom 3 (O): -0.640, atom 4 (C): 0.657, atom 5 (H): 0.221, atom 6 (H): 0.172, atom 7 (H): 0.486, atom 8 (H): 0.204